## 1
Formula: C4H10O2
Source: the Open Molecules 2025 dataset
Level of theory: wB97M-V/def2-TZVPD

Output
Multiplicity: 2
Net charge: +1

Atoms and positions in Å:
C1 -2.10 1.28 0.97
O1 -2.47 0.07 0.15
C2 -1.40 0.76 2.15
H1 -3.09 1.73 1.22
H2 -1.46 1.98 0.40
H3 -2.74 0.57 -0.58
H4 -1.33 1.56 2.85
H5 -0.46 0.16 2.02
H6 -1.98 0.04 2.84
C3 2.99 0.12 -1.54
C4 2.42 -1.06 -0.90
O2 1.14 -1.48 -1.07
H7 4.15 0.16 -1.70
H8 2.34 0.87 -1.93
H9 3.10 -1.63 -0.27
H10 0.66 -0.80 -1.55

Okay, here come the natural (NBO) numbers, in e, for every atom: -0.0925, -0.7279, -0.6493, 0.1945, 0.1616, 0.4545, 0.2278, 0.1998, 0.2344, -0.1491, 0.3378, -0.4639, 0.2800, 0.2260, 0.2434, 0.5227

=====

## 2
Formula: C4H10O2
Source: the Open Molecules 2025 dataset
Level of theory: wB97M-V/def2-TZVPD

Output
Multiplicity: 2
Net charge: +1

Atoms and positions in Å:
C1 0.04 1.37 -1.06
O1 -0.80 0.41 -1.58
C2 0.40 1.09 0.37
C3 0.86 -0.36 0.43
C4 -0.26 -1.19 1.02
O2 -1.21 -1.37 -0.05
H1 0.93 1.43 -1.74
H2 -0.45 2.35 -1.30
H3 -1.04 -0.36 -0.91
H4 -0.49 1.28 0.99
H5 1.21 1.77 0.63
H6 1.75 -0.54 1.04
H7 0.96 -0.82 -0.54
H8 -0.78 -0.68 1.81
H9 0.08 -2.14 1.38
H10 -1.21 -2.23 -0.48

Okay, here come the natural (NBO) numbers, in e, for every atom: -0.1358, -0.2113, -0.4612, -0.4443, -0.0606, -0.7165, 0.3103, 0.3134, 0.4876, 0.2419, 0.2617, 0.2599, 0.2099, 0.2021, 0.2154, 0.5274

=====

Which of them is the most stable? Correct choice: 2.

=====

## 1
Formula: C44H33BrCl2IN6O2SSn
Source: the Open Molecules 2025 dataset
Level of theory: wB97M-V/def2-TZVPD

Output
Net charge: -1

Atoms and positions in Å:
Sn1 -0.04 -0.39 -0.10
O1 6.30 0.96 3.34
C1 5.19 0.99 3.88
O2 4.87 1.07 5.07
C2 3.99 0.91 2.89
C3 4.18 0.65 1.54
C4 3.08 0.53 0.71
N1 1.85 0.68 1.15
C5 1.65 1.01 2.42
C6 2.69 1.13 3.33
C7 0.23 1.24 2.74
C8 -0.27 1.18 4.04
C9 -1.61 1.44 4.25
C10 -2.41 1.74 3.15
C11 -1.84 1.74 1.89
N2 -0.55 1.49 1.69
C12 3.20 0.38 -0.76
C13 4.36 -0.09 -1.37
C14 4.45 -0.05 -2.74
C15 3.38 0.45 -3.48
C16 2.25 0.86 -2.79
N3 2.16 0.82 -1.46
H1 5.20 0.56 1.19
H2 2.54 1.37 4.37
H3 0.37 0.92 4.87
H4 -2.03 1.39 5.24
H5 -3.46 1.96 3.26
H6 -2.43 1.92 1.01
H7 5.17 -0.49 -0.77
H8 5.34 -0.41 -3.24
H9 3.42 0.51 -4.56
H10 1.38 1.23 -3.31
Cl1 -1.62 -1.35 2.15
C17 -3.30 -1.57 1.73
C18 -3.99 -2.54 2.42
C19 -5.31 -2.78 2.10
C20 -5.89 -2.04 1.07
C21 -5.16 -1.07 0.41
Cl2 -5.97 -0.19 -0.85
C22 -3.82 -0.77 0.71
S1 -2.90 0.46 -0.05
H11 -3.49 -3.10 3.20
H12 -5.88 -3.54 2.62
H13 -6.92 -2.20 0.78
C23 1.01 -5.01 -3.03
C24 0.81 -3.66 -3.26
C25 0.93 -2.74 -2.23
C26 1.23 -3.14 -0.93
C27 1.42 -4.52 -0.71
C28 1.33 -5.43 -1.74
N4 1.25 -2.23 0.11
C29 2.18 -2.47 1.12
C30 3.45 -2.99 0.82
C31 4.40 -3.14 1.81
C32 4.14 -2.77 3.12
C33 2.88 -2.28 3.43
C34 1.91 -2.15 2.45
H14 0.93 -5.73 -3.84
H15 0.58 -3.31 -4.26
H16 0.79 -1.69 -2.44
H17 1.65 -4.86 0.29
H18 1.48 -6.48 -1.54
H19 3.67 -3.26 -0.20
H20 5.38 -3.52 1.54
H21 4.90 -2.84 3.88
H22 2.65 -1.98 4.44
H23 0.93 -1.78 2.72
Br1 -0.39 5.71 -4.30
C35 -1.80 4.44 -4.22
C36 -2.81 4.55 -5.17
C37 -3.86 3.65 -5.17
C38 -3.91 2.65 -4.21
C39 -2.90 2.54 -3.27
C40 -1.84 3.43 -3.27
I1 -0.36 3.20 -1.81
H24 -2.76 5.34 -5.91
H25 -4.64 3.75 -5.91
H26 -4.73 1.95 -4.18
H27 -2.97 1.77 -2.52
C41 -3.18 -3.75 -3.80
N5 -2.53 -3.48 -2.54
C42 -2.24 -4.39 -1.55
C43 -1.64 -3.69 -0.56
N6 -1.54 -2.38 -0.92
C44 -2.09 -2.29 -2.11
H28 -2.88 -4.74 -4.16
H29 -2.86 -3.01 -4.53
H30 -4.26 -3.71 -3.70
H31 -2.49 -5.43 -1.65
H32 -1.25 -4.04 0.38
H33 -2.20 -1.39 -2.67

Okay, here come the Mulliken numbers, in e, for every atom: 0.8085, -0.7472, 0.6440, -0.7551, -0.6536, -0.8970, 0.4074, 0.4126, 0.5775, -0.7399, 0.6593, -0.8673, -0.7359, -0.8562, -0.3285, 0.0060, 0.6264, -0.6581, -0.8320, -0.9329, -0.0750, 0.1348, 0.5566, 0.5582, 0.4423, 0.3952, 0.4756, 0.7409, 0.4599, 0.4320, 0.4201, 0.3426, 0.0745, -0.1927, -0.4189, -0.6136, -0.6592, 0.3482, -0.2236, -0.4082, -0.0452, 0.4696, 0.3873, 0.4312, -0.6582, -1.0815, 0.4076, -0.7457, 0.2296, -0.8411, 0.8678, -0.2976, 0.0227, -0.7740, -0.6404, -0.8134, 0.0772, 0.4230, 0.4723, 0.2563, 0.5383, 0.3679, 0.4300, 0.3378, 0.4160, 0.3331, 0.3025, -0.2029, 0.0885, -0.4515, -0.4620, -0.8586, 0.0996, -0.1829, 0.3891, 0.3781, 0.3560, 0.4209, 0.5303, -0.9893, 0.5053, -1.1761, -0.7630, 1.0292, -1.1731, 0.3359, 0.3539, 0.2927, 0.4929, 0.5937, 0.5929

=====

## 2
Formula: C44H33BrCl2IN6O2SSn
Source: the Open Molecules 2025 dataset
Level of theory: wB97M-V/def2-TZVPD

Output
Net charge: -1

Atoms and positions in Å:
Sn1 0.33 0.40 -0.38
O1 5.28 4.85 3.08
C1 4.40 4.27 3.73
O2 4.09 4.30 4.93
C2 3.47 3.34 2.85
C3 2.40 2.66 3.41
C4 1.50 2.00 2.59
N1 1.69 1.91 1.27
C5 2.75 2.51 0.72
C6 3.63 3.27 1.48
C7 2.89 2.46 -0.74
C8 4.11 2.75 -1.35
C9 4.17 2.85 -2.73
C10 3.01 2.66 -3.47
C11 1.86 2.31 -2.79
N2 1.79 2.19 -1.47
C12 0.26 1.41 3.15
C13 -0.25 1.85 4.38
C14 -1.42 1.29 4.86
C15 -2.04 0.29 4.12
C16 -1.46 -0.08 2.93
N3 -0.34 0.46 2.45
H1 2.30 2.70 4.49
H2 4.42 3.86 1.03
H3 4.99 2.87 -0.75
H4 5.11 3.07 -3.22
H5 3.01 2.75 -4.54
H6 0.94 2.11 -3.33
H7 0.25 2.64 4.93
H8 -1.83 1.63 5.80
H9 -2.96 -0.17 4.46
H10 -1.90 -0.86 2.30
Cl1 1.93 -0.95 -3.54
C17 2.85 -2.25 -2.89
C18 3.33 -3.20 -3.77
C19 4.01 -4.31 -3.31
C20 4.19 -4.47 -1.95
C21 3.72 -3.51 -1.07
Cl2 3.98 -3.79 0.61
C22 3.06 -2.34 -1.50
S1 2.67 -1.08 -0.34
H11 3.15 -3.07 -4.83
H12 4.40 -5.04 -4.01
H13 4.70 -5.34 -1.56
C23 -2.62 -3.93 -2.13
C24 -3.38 -2.90 -2.68
C25 -2.86 -1.62 -2.80
C26 -1.55 -1.32 -2.38
C27 -0.81 -2.38 -1.80
C28 -1.34 -3.65 -1.69
N4 -1.02 -0.06 -2.39
C29 -1.40 0.85 -3.35
C30 -1.67 0.50 -4.68
C31 -2.02 1.45 -5.62
C32 -2.10 2.80 -5.28
C33 -1.79 3.17 -3.98
C34 -1.45 2.23 -3.03
H14 -3.02 -4.93 -2.06
H15 -4.39 -3.10 -3.02
H16 -3.48 -0.83 -3.21
H17 0.21 -2.18 -1.49
H18 -0.73 -4.43 -1.26
H19 -1.58 -0.54 -4.98
H20 -2.23 1.15 -6.64
H21 -2.40 3.54 -6.01
H22 -1.83 4.22 -3.70
H23 -1.22 2.53 -2.02
Br1 1.87 -2.08 6.12
C35 0.48 -3.20 5.47
C36 -0.26 -3.93 6.40
C37 -1.30 -4.73 5.97
C38 -1.61 -4.79 4.62
C39 -0.87 -4.07 3.70
C40 0.20 -3.28 4.11
I1 1.36 -2.32 2.65
H24 -0.01 -3.86 7.45
H25 -1.86 -5.31 6.69
H26 -2.44 -5.41 4.28
H27 -1.10 -4.13 2.65
C41 -5.60 1.74 -0.41
N5 -4.22 1.99 -0.06
C42 -3.71 3.14 0.48
C43 -2.37 2.93 0.61
N6 -2.06 1.68 0.17
C44 -3.18 1.14 -0.23
H28 -6.20 2.60 -0.15
H29 -5.98 0.87 0.13
H30 -5.69 1.54 -1.48
H31 -4.33 3.99 0.72
H32 -1.60 3.59 0.99
H33 -3.28 0.16 -0.67

Okay, here come the Mulliken numbers, in e, for every atom: 1.2575, -0.7229, 0.4726, -0.7273, -0.6592, -0.9649, 0.7589, 0.5677, 0.8402, -0.8409, 0.3280, -0.9937, -0.6213, -0.9548, -0.1277, 0.3576, 0.0358, -0.9827, -0.6939, -1.0037, -0.5438, 0.8637, 0.5598, 0.6379, 0.4747, 0.4288, 0.4867, 0.2540, 0.4843, 0.4582, 0.4938, 0.4827, -0.0568, 0.7370, -0.7762, -0.3490, -0.7828, 0.2374, -0.2092, -0.4806, -0.3110, 0.4250, 0.3527, 0.4072, -0.5776, -0.6796, -0.2713, 0.1902, -0.1698, -1.0260, 1.0675, -0.2136, -0.2653, -0.5703, -0.7067, -0.8588, -0.2619, 0.3923, 0.3674, 0.4659, -0.1442, 0.5124, 0.4514, 0.3872, 0.3938, 0.4351, 0.4242, -0.1863, 0.2481, -0.4811, -0.4428, -0.7173, -0.3523, -0.0470, 0.3409, 0.3882, 0.3568, 0.3733, 0.5300, -0.8791, 0.2706, -0.6451, -0.9443, 0.7537, -1.0727, 0.3177, 0.3216, 0.3123, 0.4530, 0.5399, 0.6195

=====

Which of them is the most stable? Correct choice: 2.

=====

## 1
Formula: C4H9O2P
Source: the Open Molecules 2025 dataset
Level of theory: wB97M-V/def2-TZVPD

Atoms and positions in Å:
C1 0.88 -0.04 -0.70
C2 -1.03 0.44 1.23
C3 -1.81 -0.50 -0.98
C4 -0.80 -0.50 0.09
O1 1.12 0.40 -1.76
O2 1.70 -0.31 0.26
P1 3.35 -0.10 0.06
H1 -0.61 0.11 2.14
H2 -0.56 1.46 1.00
H3 -2.03 0.34 1.46
H4 -1.35 -0.91 -1.99
H5 -2.16 0.49 -1.23
H6 -2.77 -1.18 -0.78
H7 -0.58 -1.55 0.27
H8 3.13 1.32 -0.36
H9 3.52 0.54 1.29

Okay, here come the natural (NBO) numbers, in e, for every atom: 0.8191, -0.6389, -0.6355, -0.2466, -0.5842, -0.7698, 0.6298, 0.2197, 0.2210, 0.2157, 0.2273, 0.2104, 0.2118, 0.2097, -0.0365, -0.0531

=====

## 2
Formula: C4H9O2P
Source: the Open Molecules 2025 dataset
Level of theory: wB97M-V/def2-TZVPD

Atoms and positions in Å:
C1 -2.23 0.59 0.12
C2 0.91 0.43 -1.28
C3 1.13 0.36 1.25
C4 0.65 -0.43 -0.05
O1 -2.24 -0.58 -0.40
O2 -1.39 0.80 0.95
P1 -1.03 -1.49 0.31
H1 -2.97 1.23 -0.25
H2 1.52 -0.39 -1.69
H3 1.75 1.13 -1.23
H4 -0.06 0.50 -1.75
H5 0.82 -0.40 2.02
H6 0.64 1.27 1.54
H7 2.29 0.46 1.25
H8 -1.03 -2.16 -0.94
H9 1.23 -1.29 0.16

Okay, here come the natural (NBO) numbers, in e, for every atom: 0.6343, -0.6863, -0.6078, -0.4078, -0.7226, -0.5964, 0.8350, 0.1393, 0.2299, 0.2394, 0.2253, 0.1974, 0.2248, 0.1935, -0.0827, 0.1847

=====

## 3
Formula: C4H9O2P
Source: the Open Molecules 2025 dataset
Level of theory: wB97M-V/def2-TZVPD

Atoms and positions in Å:
C1 1.75 0.30 0.83
C2 -1.11 -1.91 0.16
C3 -1.15 1.37 -0.67
C4 0.42 -0.15 0.18
O1 0.08 -1.41 0.71
O2 -0.66 0.81 0.56
P1 3.00 0.53 -0.33
H1 1.61 0.76 1.83
H2 -1.83 -1.20 0.55
H3 -1.40 -2.97 0.54
H4 -1.01 -1.93 -1.00
H5 -0.51 2.17 -1.01
H6 -2.13 1.85 -0.49
H7 -1.47 0.67 -1.47
H8 0.66 -0.11 -0.95
H9 3.75 1.21 0.54

Okay, here come the natural (NBO) numbers, in e, for every atom: -0.5200, -0.2656, -0.2789, 0.3065, -0.5407, -0.5474, 0.4029, 0.2312, 0.1917, 0.2002, 0.1632, 0.1812, 0.1935, 0.1788, 0.1625, -0.0592

=====

Which of them is the most stable? Correct choice: 1.

=====

## 1
Formula: C3H17N2O3
Source: the Open Molecules 2025 dataset
Level of theory: wB97M-V/def2-TZVPD

Output
Net charge: +1

Atoms and positions in Å:
C1 -0.63 0.08 -1.11
C2 0.79 0.53 -1.45
C3 1.90 -0.27 -0.82
N1 2.38 0.31 0.45
N2 -0.93 -0.20 0.39
H1 -0.85 -0.92 -1.50
H2 -1.41 0.74 -1.48
H3 0.79 1.61 -1.27
H4 0.82 0.38 -2.54
H5 1.51 -1.28 -0.62
H6 2.81 -0.33 -1.41
H7 3.07 1.04 0.40
H8 1.72 0.55 1.15
H9 -1.51 0.60 0.66
H10 -1.64 -0.92 0.49
H11 -0.15 -0.30 1.04
H12 0.49 -2.05 2.99
H13 1.55 -1.33 2.18
O1 0.62 -1.60 2.13
H14 -0.56 2.95 1.92
H15 0.05 3.01 0.64
O2 -0.43 2.33 1.17
H16 -3.89 -1.24 -1.61
H17 -3.27 -2.34 -0.87
O3 -3.23 -1.36 -0.93

Okay, here come the natural (NBO) numbers, in e, for every atom: -0.1975, -0.4404, -0.2331, -0.8699, -0.7077, 0.2207, 0.2269, 0.2114, 0.2423, 0.1930, 0.2309, 0.3835, 0.3465, 0.4481, 0.4444, 0.4642, 0.5016, 0.5001, -0.9798, 0.4939, 0.4865, -0.9732, 0.4941, 0.4860, -0.9724

=====

## 2
Formula: C3H17N2O3
Source: the Open Molecules 2025 dataset
Level of theory: wB97M-V/def2-TZVPD

Output
Net charge: +1

Atoms and positions in Å:
C1 0.09 -0.57 1.22
C2 -1.04 -1.07 0.42
C3 -0.75 -1.58 -1.01
N1 -0.97 -0.40 -1.99
N2 0.49 0.86 0.96
H1 1.08 -1.07 1.09
H2 -0.04 -0.78 2.32
H3 -1.78 -0.28 0.48
H4 -1.35 -1.93 1.08
H5 0.27 -1.92 -1.15
H6 -1.52 -2.32 -1.33
H7 -1.13 -0.89 -2.82
H8 -1.91 0.01 -1.75
H9 -0.34 1.27 0.56
H10 0.75 1.26 1.93
H11 1.24 1.17 0.26
H12 2.51 1.46 -2.67
H13 1.54 0.30 -2.69
O1 2.14 0.77 -2.10
H14 -2.04 2.52 -0.99
H15 -2.74 2.33 0.08
O2 -2.06 1.77 -0.36
H16 2.19 -0.35 3.52
H17 3.18 -0.22 2.39
O3 2.18 -0.32 2.55

Okay, here come the natural (NBO) numbers, in e, for every atom: -0.2235, -0.4626, -0.2232, -0.8568, -0.7263, 0.2528, 0.2317, 0.2280, 0.2432, 0.2029, 0.2006, 0.3532, 0.3634, 0.4525, 0.4579, 0.4710, 0.4808, 0.4881, -0.9666, 0.4906, 0.4861, -0.9577, 0.4939, 0.5020, -0.9820

=====

Which of them is the most stable? Correct choice: 1.